Entry 1:
A molecular structure, C46H27IrN8, computed with ωB97M-V with the def2-TZVPD basis set.

Last column: Löwdin charge in e.
Atoms and positions in Å:
1 Ir 0.299 0.344 -0.563  1.346
2 C 3.137 4.919 3.205  -0.076
3 C 4.297 4.165 2.983  -0.077
4 C 4.279 3.042 2.173  -0.011
5 C 3.068 2.679 1.603  -0.102
6 C 2.698 1.597 0.698  -0.286
7 N 1.364 1.694 0.442  -0.040
8 C 0.857 2.820 1.021  -0.257
9 N -0.307 3.384 0.756  0.216
10 C -1.189 2.898 -0.097  -0.262
11 C -2.309 3.653 -0.648  -0.101
12 C -2.715 4.970 -0.476  -0.010
13 C -3.814 5.403 -1.197  -0.076
14 C -4.490 4.543 -2.074  -0.077
15 C -4.083 3.232 -2.248  -0.015
16 C -2.980 2.799 -1.524  -0.108
17 C -2.280 1.521 -1.484  -0.304
18 N -2.684 0.424 -2.094  0.198
19 C -1.988 -0.698 -2.171  -0.273
20 N -0.699 -0.885 -1.772  -0.036
21 C -0.228 -2.071 -2.250  -0.260
22 N 1.027 -2.478 -2.251  0.216
23 C 2.032 -1.788 -1.748  -0.261
24 N 1.963 -0.670 -0.973  -0.041
25 C 3.225 -0.232 -0.669  -0.286
26 N 3.554 0.751 0.145  0.199
27 C 4.183 -1.146 -1.285  -0.105
28 C 5.571 -1.195 -1.250  -0.013
29 C 6.191 -2.245 -1.904  -0.077
30 C 5.445 -3.223 -2.575  -0.077
31 C 4.062 -3.175 -2.605  -0.011
32 C 3.440 -2.122 -1.946  -0.102
33 C -1.328 -2.761 -2.915  -0.103
34 C -1.402 -3.987 -3.560  -0.011
35 C -2.614 -4.341 -4.129  -0.077
36 C -3.722 -3.486 -4.067  -0.076
37 C -3.640 -2.252 -3.443  -0.009
38 C -2.428 -1.904 -2.866  -0.100
39 N -1.225 1.637 -0.615  -0.048
40 C 1.914 3.433 1.820  -0.103
41 C 1.933 4.568 2.618  -0.011
42 H 3.186 5.791 3.844  0.101
43 H 5.224 4.471 3.452  0.101
44 H 5.177 2.469 1.984  0.113
45 H -2.186 5.626 0.204  0.114
46 H -4.156 6.424 -1.091  0.102
47 H -5.348 4.915 -2.621  0.102
48 H -4.593 2.564 -2.930  0.114
49 H 6.133 -0.434 -0.723  0.113
50 H 7.271 -2.321 -1.891  0.101
51 H 5.963 -4.031 -3.076  0.102
52 H 3.475 -3.930 -3.112  0.114
53 H -0.540 -4.639 -3.611  0.114
54 H -2.709 -5.292 -4.637  0.101
55 H -4.656 -3.796 -4.516  0.101
56 H -4.488 -1.580 -3.400  0.114
57 H 1.034 5.150 2.774  0.114
58 C -5.677 -0.415 1.383  -0.082
59 C -5.318 -1.162 2.498  -0.083
60 C -3.984 -1.453 2.737  -0.041
61 C -2.987 -1.003 1.869  -0.205
62 C -3.363 -0.267 0.760  -0.034
63 C -4.692 0.031 0.511  -0.057
64 C -1.595 -1.356 2.194  -0.069
65 C -0.361 -1.171 1.753  0.090
66 C 0.836 -1.779 2.393  -0.224
67 C 0.687 -2.798 3.356  -0.041
68 C 1.783 -3.383 3.960  -0.082
69 C 3.075 -2.978 3.642  -0.086
70 C 3.239 -1.956 2.727  -0.061
71 C 2.131 -1.372 2.131  -0.054
72 H -6.718 -0.184 1.194  0.101
73 H -6.078 -1.522 3.179  0.102
74 H -3.710 -2.031 3.613  0.110
75 H -2.586 0.058 0.103  0.047
76 H -4.957 0.610 -0.365  0.100
77 H -1.595 -1.972 3.090  0.093
78 H -0.291 -3.159 3.636  0.100
79 H 1.623 -4.166 4.691  0.104
80 H 3.930 -3.446 4.113  0.102
81 H 4.228 -1.596 2.471  0.108
82 H 2.265 -0.549 1.467  0.043

ΔE to the lowest compared entry with this formula, charge and spin = 71.9 kJ/mol
multiplicity = 1
E_LUMO (alpha / beta) = -1.658 / -1.657 eV

=====

Entry 2:
A molecular structure, C2H9AlBCaO7S2, computed with ωB97M-V with the def2-TZVPD basis set.

Last column: Löwdin charge in e.
Atoms and positions in Å:
1 C 0.003 -2.343 -2.325  -0.182
2 S 0.775 -0.744 -2.210  0.531
3 O 2.208 -0.957 -2.045  -0.391
4 O 0.275 0.039 -3.331  -0.371
5 Al 0.023 0.382 -0.363  0.315
6 C 1.300 1.769 0.329  -0.264
7 S 2.079 1.313 1.767  0.570
8 O 2.798 0.076 1.633  -0.315
9 O 2.527 2.364 2.615  -0.266
10 O -1.581 0.981 -0.555  0.105
11 B -2.429 0.627 0.411  -0.858
12 O -1.999 1.036 1.769  0.035
13 O -3.606 -0.050 0.340  0.227
14 H 0.115 -2.672 -3.361  0.080
15 H 0.494 -3.031 -1.635  0.064
16 H -1.060 -2.240 -2.088  0.058
17 H -0.119 -0.784 0.945  -0.042
18 H 2.127 1.959 -0.374  0.105
19 H 0.788 2.711 0.555  0.091
20 H 0.963 0.796 2.522  -0.119
21 H -1.919 0.220 2.262  -0.033
22 H -3.636 -0.977 0.127  0.117
23 Ca -0.126 -0.477 3.010  1.545

multiplicity = 1
net charge = +1
E_LUMO = -6.350 eV

=====

Entry 3:
A gas-phase ion, C5H6N (charge +1), computed with ωB97M-V with the def2-TZVPD basis set.

Last column: Löwdin charge in e.
Atoms and positions in Å:
1 C -0.587 -0.585 2.336  0.185
2 C 0.009 -0.405 1.304  -0.129
3 C 0.550 -0.272 0.000  -0.334
4 C -0.603 -0.820 -1.044  0.044
5 N 0.842 1.056 -0.271  0.162
6 C 0.946 2.164 -0.560  0.366
7 H -1.006 -0.637 3.366  0.085
8 H 1.574 -0.841 -0.103  0.214
9 H -0.474 -1.874 -1.016  0.079
10 H -0.400 -0.143 -2.029  0.141
11 H -1.580 -0.595 -0.780  0.054
12 H 0.730 2.952 -1.203  0.132

ΔE to the lowest compared entry with this formula, charge and spin = 461.0 kJ/mol
multiplicity = 1
net charge = +1
E_LUMO = -5.594 eV